2 unconnected molecules or ions with the total composition C4H5BrClFN3O2 at a distorted geometry. Source: the Open Molecules 2025 dataset; level of theory: ωB97M-V/def2-TZVPD.

Its energy is -98059.39554 eV.

ORCA input file:
```
! RIJCOSX wB97M-V def2-TZVPD def2/J DEFGRID3
* xyz 1 1
C -1.39693 -1.60733 0.70096
C -1.87607 0.05108 -0.90488
C -0.59505 0.53450 1.12836
C 0.34961 -0.85403 -0.73613
N -1.76247 -2.57309 1.17594
N 4.01531 1.60277 -0.38475
N -0.88772 -0.47554 0.07633
O 4.38757 2.27680 0.45327
O 3.41946 0.72376 -0.80886
F 0.02596 -1.94078 -1.45232
Cl 0.23995 1.92701 0.42582
Br 1.91036 -1.16847 0.30238
H -2.08667 -0.70661 -1.65971
H -2.80374 0.31492 -0.39908
H -1.44623 0.92936 -1.38343
H 0.04314 0.09431 1.90012
H -1.53647 0.87135 1.56596
*
```